1.
Computed, not measured: C4H4O2 in the gas phase, with ωB97M-V with the def2-TZVPD basis set.

Its energy is -8305.1414 eV. Its SMILES is C#CC(=O)CO. The calculation puts the energy above the lowest of the compared OMol25 structures with the same formula, charge and spin at 44.6 kcal per mole. The value obtained for the HOMO-LUMO gap is 10.33 eV. The lowest unoccupied orbital energy comes out at -0.18 eV. As for the charge: 0.

XYZ file:
```
10
Properties=species:S:1:pos:R:3:forces:R:3
C 2.3925 0.3947 0.9009 -0.5 0.0 -0.3
C 1.4117 0.1157 0.2577 0.5 0.1 0.3
C 0.2045 -0.3577 -0.3989 -0.1 -0.2 -0.2
O 0.2008 -1.3696 -1.0710 0.1 0.3 0.3
C -1.1138 0.3859 -0.1869 0.2 0.2 0.1
O -2.1357 -0.5609 -0.0386 -0.1 0.0 -0.1
H 3.2598 0.6512 1.4713 -0.2 0.0 -0.1
H -1.0829 1.0261 0.6996 0.1 -0.1 -0.1
H -1.2829 1.0354 -1.0659 0.1 -0.1 0.2
H -1.8540 -1.3209 -0.5683 -0.2 -0.1 0.0
```
Positions in Å, forces in eV/Å.

Results of the Löwdin charge analysis, in e, for atoms 1 through 4: 0.161, -0.022, -0.385, 0.104

=====

2.
Computed, not measured: a molecular structure, C4H4O2, with ωB97M-V with the def2-TZVPD basis set.

Its energy is -8300.1570 eV. The calculation puts the energy above the lowest of the compared OMol25 structures with the same formula, charge and spin at 159.6 kcal per mole. The value obtained for the HOMO-LUMO gap is 8.82 eV. The lowest unoccupied orbital energy comes out at 0.25 eV. As for the charge: 0.

XYZ file:
```
10
Properties=species:S:1:pos:R:3:forces:R:3
O -2.4554 -0.0600 0.1154 0.8 -0.3 0.1
C -1.4096 -0.6026 0.1997 -0.7 0.2 -0.2
O -0.2579 0.1039 0.6112 0.4 0.1 -0.1
C 0.3666 1.7641 -0.0889 -0.2 0.4 -0.1
C 0.9041 -0.4990 0.3578 0.2 -0.9 0.1
C 1.8235 -1.2408 0.1537 -0.3 0.3 0.0
H -1.1537 -1.6513 -0.0012 0.0 0.1 0.0
H -0.4611 1.8220 -0.8198 0.0 0.1 0.1
H 0.0175 2.3233 0.7948 -0.1 0.0 -0.1
H 2.7050 -1.7816 -0.0949 0.0 0.0 0.1
```
Positions in Å, forces in eV/Å.

Results of the Löwdin charge analysis, in e, for atoms 1 through 4: 0.163, -0.227, -0.126, 0.150

=====

3.
Computed, not measured: C4H4O2S in the gas phase at a distorted geometry, with ωB97M-V with the def2-TZVPD basis set.

Its energy is -19139.7832 eV. The calculation puts the energy above the lowest of the compared OMol25 structures with the same formula, charge and spin at 74.0 kcal per mole. The value obtained for the HOMO-LUMO gap is 9.33 eV. The lowest unoccupied orbital energy comes out at 0.65 eV. As for the charge: 0.

XYZ file:
```
11
Properties=species:S:1:pos:R:3:forces:R:3
C 0.4475 0.6328 0.9100 -0.8 -1.7 -2.0
C -0.3733 -0.5267 0.6406 -0.2 0.3 -1.8
C 1.1403 1.2372 -0.0281 1.9 2.8 -0.9
C -1.2770 -0.5396 -0.5426 4.7 3.9 -1.1
O 1.7277 2.0881 -0.5965 -1.0 -1.8 0.6
O 1.3692 -0.6290 -1.2519 0.7 0.9 -1.2
S 0.2654 -1.5060 -0.8312 -0.8 -0.9 1.3
H 0.5732 0.9393 1.8677 0.5 1.0 2.7
H -0.6632 -1.1123 1.4210 -0.7 -1.4 2.3
H -2.1461 -1.0470 -0.5031 -2.9 -1.4 -0.3
H -1.0636 0.4631 -1.0858 -1.4 -1.8 0.5
```
Positions in Å, forces in eV/Å.

Results of the Löwdin charge analysis, in e, for atoms 1 through 4: -0.099, -0.415, -0.224, -0.236

=====

4.
Computed, not measured: C4H4O2S2 in the gas phase at a distorted geometry, with ωB97M-V with the def2-TZVPD basis set.

Its energy is -29975.4598 eV. Its SMILES is O=CCSC(=S)C=O. The calculation puts the energy above the lowest of the compared OMol25 structures with the same formula, charge and spin at 52.3 kcal per mole. The value obtained for the HOMO-LUMO gap is 7.58 eV. The lowest unoccupied orbital energy comes out at -1.65 eV. As for the charge: 0.

XYZ file:
```
12
Properties=species:S:1:pos:R:3:forces:R:3
O -1.5465 0.2947 1.5787 -1.5 -1.3 -4.3
C -1.9493 0.0688 0.4016 4.2 -2.0 3.9
C -1.2279 -0.9703 -0.6401 0.9 -1.5 4.9
S 0.5816 -1.0402 -0.2475 -0.5 -0.1 -0.1
C 1.1102 0.6573 -0.1028 -1.6 -2.8 -0.9
S 0.0706 1.8189 -0.3863 0.3 1.9 -0.3
C 2.5169 0.5840 0.2914 1.9 -2.9 2.3
O 2.9809 -0.5090 0.6914 -1.0 3.0 -1.3
H -2.8154 0.5094 0.0736 -2.3 1.2 -1.1
H -1.4681 -2.1421 -0.4096 0.1 3.0 -0.5
H -1.3839 -0.7368 -1.6279 -0.6 0.6 -2.3
H 3.1310 1.4652 0.3776 0.2 0.7 -0.3
```
Positions in Å, forces in eV/Å.

Results of the Löwdin charge analysis, in e, for atoms 1 through 4: -0.058, -0.304, -0.385, 0.927